1.
ORCA calculation (ωB97M-V with the def2-TZVPD basis set) on a single C4H9NOS2 molecule in a non-equilibrium geometry.

HOMO in eV: -9.201
Gap between HOMO and LUMO in eV: 9.65
Calculated total energy in Ha: -1084.1355
SMILES: CC(=O)NCCSS
Strongest force on any atom in eV Å⁻¹: 6.13

Structure (XYZ):
```
17
Properties=species:S:1:pos:R:3:lowdin_charge:R:1
S 0.5327 1.4764 4.0889 0.28
S 1.1860 1.0849 2.2832 0.37
C -0.0504 0.7924 0.9856 -0.50
C 0.0648 -0.7677 0.4905 -0.26
N 0.8939 -0.7932 -0.6964 0.01
C 0.3965 -0.7847 -1.9651 -0.44
C -1.0773 -0.4108 -2.2484 0.01
O 1.2538 -1.0491 -2.9395 -0.08
H 0.5480 2.8133 4.2654 -0.19
H 0.1394 1.4070 0.1451 0.04
H -1.0952 1.0308 1.2671 0.08
H -0.9752 -1.1566 0.4270 0.10
H 0.4839 -1.4460 1.3532 0.13
H 1.9395 -0.8986 -0.4575 0.19
H -1.1699 0.5695 -2.5902 0.06
H -1.6689 -0.6249 -1.3810 0.04
H -1.4017 -1.2427 -3.0278 0.14
```

=====

2.
ORCA calculation (ωB97M-V with the def2-TZVPD basis set) on a molecular structure, C4H9NOSi in a non-equilibrium geometry.

HOMO in eV: -9.390
Gap between HOMO and LUMO in eV: 10.19
Calculated total energy in Ha: -577.2712
Strongest force on any atom in eV Å⁻¹: 4.77

Structure (XYZ):
```
16
Properties=species:S:1:pos:R:3:lowdin_charge:R:1
C 2.2221 0.5646 -0.0650 -0.46
C 2.4786 -0.9641 -0.1495 -0.06
C 1.1656 -1.0763 0.5616 -0.26
C -1.7054 0.8288 -1.1321 -0.24
N 0.8312 0.2858 0.3556 -0.18
O 2.6392 1.5093 -0.5972 0.12
Si -0.5416 1.3169 0.3934 0.62
H 2.3865 -1.2400 -1.2149 0.13
H 3.3767 -1.3065 0.4535 0.13
H 0.4586 -1.7289 0.0369 0.12
H 1.2654 -1.3141 1.6107 0.11
H -1.0436 1.2903 -1.9372 0.02
H -1.8335 -0.2447 -1.3688 0.01
H -2.6884 1.3486 -1.3359 0.02
H 0.0420 2.7121 0.4694 -0.02
H -1.0991 1.0584 1.6725 -0.08
```

=====

3.
ORCA calculation (ωB97M-V with the def2-TZVPD basis set) on a gas-phase ion, C4H9NP (charge +1) in a non-equilibrium geometry.

HOMO in eV: -12.923
Gap between HOMO and LUMO in eV: 9.32
Calculated total energy in Ha: -553.5560
SMILES: [H]/P=C/C[C@H]1C[NH2+]1
Charge: +1
Strongest force on any atom in eV Å⁻¹: 4.56

Structure (XYZ):
```
15
Properties=species:S:1:pos:R:3:lowdin_charge:R:1
C 0.2620 0.6033 -0.6488 -0.32
C -0.8903 -1.0381 0.9816 0.02
C 0.0764 -0.7483 -0.0974 -0.20
C 1.2736 1.4083 0.1019 -0.52
N -1.2713 -1.4350 -0.3916 0.18
P 0.8511 2.9244 0.8342 0.86
H 0.4512 0.7644 -1.7800 0.16
H -0.7439 1.1655 -0.6189 0.12
H -0.7229 -1.8488 1.6790 0.15
H -1.2491 -0.1919 1.4569 0.12
H 0.9246 -1.3259 -0.1646 0.14
H 2.1281 0.7541 0.4061 0.07
H -1.0978 -2.3610 -0.7617 0.18
H 2.1161 3.1022 1.5131 -0.12
H -1.9660 -0.9922 -0.9686 0.18
```

=====

4.
ORCA calculation (ωB97M-V with the def2-TZVPD basis set) on a single C4H9NS molecule in a non-equilibrium geometry.

HOMO in eV: -8.862
Gap between HOMO and LUMO in eV: 9.78
Calculated total energy in Ha: -610.7035
SMILES: N[C@H]1C[C@H](S)C1
Strongest force on any atom in eV Å⁻¹: 2.74

Structure (XYZ):
```
15
Properties=species:S:1:pos:R:3:lowdin_charge:R:1
C -1.1653 -0.1033 -0.5105 -0.40
C -0.5127 1.1263 0.2565 -0.16
C 0.6165 0.1426 0.7351 -0.68
C -0.4317 -0.9942 0.5464 -0.18
H -2.7928 0.1515 0.5957 0.10
H -3.0902 0.4294 -0.9929 0.06
H -0.7422 -0.1884 -1.4981 0.13
H -1.1060 1.5120 1.1196 0.11
H -0.1179 2.0526 -0.2042 0.09
H 0.8944 0.2885 1.7876 0.09
H 2.5559 1.1068 -0.2433 -0.14
H -1.0366 -1.0715 1.5216 0.14
H -0.0062 -1.9528 0.2575 0.09
N -2.5767 -0.1788 -0.3868 0.02
S 2.0273 -0.1316 -0.3626 0.74
```

=====

5.
ORCA calculation (ωB97M-V with the def2-TZVPD basis set) on a single C4H9NS molecule in a non-equilibrium geometry.

HOMO in eV: -8.273
Gap between HOMO and LUMO in eV: 9.36
Calculated total energy in Ha: -610.7163
SMILES: C/C=N/SCC
Strongest force on any atom in eV Å⁻¹: 1.33

Structure (XYZ):
```
15
Properties=species:S:1:pos:R:3:lowdin_charge:R:1
C 2.8771 0.1780 1.3704 -0.17
C 1.3820 -0.1255 1.0989 -0.57
C -1.5948 0.2159 -1.3661 -0.36
C -3.0000 -0.2416 -1.3528 -0.10
H 3.0050 1.2285 1.6201 0.06
H 3.2034 -0.3907 2.2224 0.06
H 3.4863 -0.0677 0.5087 0.06
H 1.2144 -1.2101 1.2063 0.07
H 0.7810 0.3836 1.8936 0.08
H -1.3067 0.9369 -2.1525 0.10
H -3.0553 -1.1836 -1.8479 0.06
H -3.3725 -0.4037 -0.3075 0.10
H -3.6469 0.4550 -1.9004 0.07
N -0.7855 -0.2227 -0.4829 -0.29
S 0.8124 0.4477 -0.5104 0.83
```

=====

6.
ORCA calculation (ωB97M-V with the def2-TZVPD basis set) on 2 unconnected molecules or ions with the total composition C4H9NS in a non-equilibrium geometry.

HOMO in eV: -9.340
Gap between HOMO and LUMO in eV: 8.41
Calculated total energy in Ha: -610.5657
Strongest force on any atom in eV Å⁻¹: 3.98

Structure (XYZ):
```
15
Properties=species:S:1:pos:R:3:lowdin_charge:R:1
C -0.3061 0.9679 -1.8595 -0.10
C 0.7222 0.6397 -0.8107 -0.33
C -0.6818 1.0081 -0.4036 -0.17
C 0.9748 -0.8234 -0.4586 -0.12
N -1.9751 -0.6890 2.9796 -0.51
S -0.5309 -0.7854 2.8697 0.67
H -0.1780 1.9318 -2.2183 0.07
H -0.8467 0.1718 -2.4458 0.13
H 1.6434 1.1464 -0.7636 0.11
H -1.3414 0.2965 0.0955 0.08
H 1.5080 -1.0442 0.4916 0.06
H 1.4825 -1.5886 -1.2109 0.11
H 0.1029 -1.3118 -0.2937 0.00
H -0.7133 1.8824 0.2383 0.09
H 0.1396 -1.8021 3.7901 -0.10
```

=====

7.
ORCA calculation (ωB97M-V with the def2-TZVPD basis set) on a single C4H9NS molecule in a non-equilibrium geometry.

HOMO in eV: -8.468
Gap between HOMO and LUMO in eV: 8.10
Calculated total energy in Ha: -610.6066
SMILES: CNCC(C)=S
Strongest force on any atom in eV Å⁻¹: 5.78

Structure (XYZ):
```
15
Properties=species:S:1:pos:R:3:lowdin_charge:R:1
C -2.9163 -0.3574 0.0089 -0.13
C -0.5388 -0.3256 0.4000 -0.40
C 0.8376 0.3608 -0.0019 -0.83
C 0.8516 1.7854 0.0397 -0.16
H -2.7976 -1.4736 -0.2464 0.11
H -3.7446 0.0106 -0.4859 0.05
H -2.9723 -0.0907 1.0276 0.07
H -1.2321 -0.0898 -1.3569 0.19
H -0.6392 -0.3132 1.6405 0.17
H -0.4515 -1.4445 0.1639 0.07
H 0.0417 2.6402 -0.5563 0.18
H 2.0204 1.9663 -0.2399 0.12
H 0.4734 2.2072 0.9333 0.05
N -1.6401 0.1894 -0.3293 -0.20
S 1.9611 -0.8449 -0.0785 0.71
```

=====

8.
ORCA calculation (ωB97M-V with the def2-TZVPD basis set) on a single C4H9NS molecule in a non-equilibrium geometry.

HOMO in eV: -8.332
Gap between HOMO and LUMO in eV: 9.39
Calculated total energy in Ha: -610.7063
SMILES: CS[C@H]1C[C@@H]1N
Strongest force on any atom in eV Å⁻¹: 2.66

Structure (XYZ):
```
15
Properties=species:S:1:pos:R:3:lowdin_charge:R:1
C 2.7240 0.1124 0.2923 -0.43
C -0.0542 -0.1492 0.2528 -0.60
C -0.7284 1.0019 -0.4852 -0.09
C -1.2938 -0.4069 -0.4454 -0.41
H 2.7284 1.1142 -0.1255 0.03
H 2.7375 0.1587 1.3972 0.04
H 3.6556 -0.4252 -0.0259 0.04
H -0.1119 -0.1752 1.3187 0.10
H -1.1303 1.7331 0.1653 0.08
H -0.1768 1.3969 -1.3405 0.10
H -1.1979 -1.0369 -1.3567 0.13
H -2.6490 -1.5123 0.6957 0.05
H -3.3773 -0.3221 -0.2070 0.08
N -2.5418 -0.6105 0.2982 0.04
S 1.4160 -0.8790 -0.4341 0.84
```

=====

9.
ORCA calculation (ωB97M-V with the def2-TZVPD basis set) on a single C4H9NS molecule in a non-equilibrium geometry.

HOMO in eV: -7.081
Gap between HOMO and LUMO in eV: 8.03
Calculated total energy in Ha: -610.6521
SMILES: CN/C=C(\C)S
Strongest force on any atom in eV Å⁻¹: 5.39

Structure (XYZ):
```
15
Properties=species:S:1:pos:R:3:lowdin_charge:R:1
C -0.2482 0.6344 0.1754 -0.18
C -1.3998 -1.6243 0.0381 -0.11
C 2.4706 1.0545 -0.0327 -0.11
C -1.4403 -0.1173 0.1615 -0.75
N 1.1645 0.3016 -0.1686 -0.13
S -2.8587 0.8461 0.3544 0.79
H -0.2483 1.7848 0.1091 0.11
H -0.6898 -1.8578 0.8653 0.09
H -0.7303 -1.9287 -0.8547 0.10
H -2.3875 -1.9916 -0.0044 0.04
H 3.0447 0.6310 0.9423 0.11
H 2.3482 2.0859 0.0771 0.03
H 3.0092 0.8477 -0.9904 0.08
H 1.4589 -0.6989 -0.2854 0.11
H -3.4932 0.0327 -0.3870 -0.18
```

=====

10.
ORCA calculation (ωB97M-V with the def2-TZVPD basis set) on a single C4H9NS molecule in a non-equilibrium geometry.

HOMO in eV: -8.993
Gap between HOMO and LUMO in eV: 9.92
Calculated total energy in Ha: -610.6883
SMILES: C/C=N/[C@@H](C)S
Strongest force on any atom in eV Å⁻¹: 4.01

Structure (XYZ):
```
15
Properties=species:S:1:pos:R:3:lowdin_charge:R:1
C -0.4663 1.0903 0.5599 -0.23
C -1.8693 1.5410 0.8690 -0.06
C 0.6268 -1.8588 -0.9530 -0.10
C 0.9295 -0.7997 0.1180 -0.71
N -0.1911 -0.1126 0.4692 -0.03
S 2.3553 0.2666 -0.4889 0.71
H 0.2979 1.9348 0.4482 0.11
H -1.9999 1.5215 1.8723 0.03
H -2.0901 2.6347 0.5732 0.11
H -2.5276 0.7880 0.6216 0.05
H 0.3709 -1.3232 -1.8396 0.06
H -0.1869 -2.4935 -0.6264 0.08
H 1.4113 -2.4924 -1.1196 0.04
H 1.4630 -1.1079 1.1464 0.14
H 1.8765 0.4110 -1.6505 -0.21
```